Record 1
DFT (wB97M-V/def2-TZVPD) results for an isolated molecule of C18H20N2O3 at a distorted geometry.

Structure (XYZ):
```
43
Properties=species:S:1:pos:R:3:forces:R:3
N -0.7747 -0.2949 1.8188 2.27 1.78 -1.28
C -0.9914 -0.9495 0.4676 0.78 0.92 1.99
C -1.8304 -0.1576 -0.5497 0.12 0.43 0.10
C -3.2770 -0.0959 -0.1510 -2.62 2.70 2.14
C -3.7750 1.1263 0.5795 -1.82 -4.71 -2.55
C -5.1756 1.2958 0.7004 0.11 -1.91 -0.35
C -6.0363 0.2321 0.2351 -1.35 -1.40 -0.15
C -5.5963 -1.1897 -0.2981 0.83 6.95 1.43
C -4.2122 -1.1521 -0.4856 1.64 -2.37 -0.66
C 0.2278 -1.6409 -0.0644 -5.34 2.32 -3.19
O 0.0918 -2.0380 -1.2039 0.51 -1.54 -1.52
N 1.3207 -1.5202 0.5329 4.23 0.44 3.67
C 2.4764 -1.7908 -0.2737 1.63 -2.45 1.76
C 2.7697 -0.9032 -1.4799 -3.77 4.10 1.30
C 2.7660 0.6526 -0.8808 1.51 0.19 1.00
C 1.7197 1.5267 -1.1552 -0.36 -1.45 -0.17
C 1.6859 2.8830 -0.8019 1.53 -0.51 1.68
C 2.7191 3.3774 0.0516 -0.45 -1.14 1.04
C 3.7640 2.4373 0.6107 -1.56 3.87 -0.08
C 3.7330 1.2018 0.1021 2.34 -3.98 -2.02
C 3.6277 -1.7192 0.7608 -0.64 2.37 1.25
O 3.4652 -1.2308 1.8937 1.13 -2.13 -2.91
O 4.8183 -2.0334 0.2214 0.44 0.86 4.24
H 0.0182 0.4693 1.6812 -2.01 -1.95 0.66
H -0.3785 -1.0452 2.4231 -0.45 1.01 -0.33
H -1.4861 -1.7698 0.8417 -2.32 -2.05 0.08
H -1.3728 0.8241 -0.8542 -0.52 -0.45 1.15
H -1.9233 -0.5633 -1.5353 0.77 -1.28 -0.41
H -3.1545 1.7735 1.0944 1.59 1.27 0.37
H -5.5309 2.2266 1.2309 -0.04 -1.33 -0.85
H -7.1718 0.4640 0.3264 2.05 -0.69 -0.18
H -6.2830 -1.8980 -0.7412 0.08 -0.02 0.45
H -3.7809 -2.1919 -0.9055 -0.50 2.64 0.69
H 1.3774 -1.2576 1.5828 0.47 -0.39 -2.83
H 2.5165 -2.8865 -0.5636 -0.50 1.00 -0.06
H 1.8914 -0.8338 -2.2482 1.67 -0.74 1.51
H 3.6412 -1.2201 -1.9659 1.38 -0.04 -0.72
H 0.7868 1.0713 -1.5112 0.45 0.31 -0.68
H 0.7496 3.3800 -1.0833 0.79 0.47 0.32
H 2.5369 4.3827 0.4767 0.66 -0.57 -0.38
H 4.5961 2.7027 1.4044 -2.07 -0.18 -1.90
H 4.7150 0.6199 0.3727 -2.27 0.53 -0.54
H 4.7367 -2.2649 -0.6563 -0.39 -0.91 -3.04
```
Forces are in eV/Å.

Output
Energy (a.u.): -1032.972752
Frontier orbital gap (eV): 8.708
Relative energy (zero: lowest compared OMol25 entry of this formula, charge and spin) (kcal per mole): 149.2
HOMO level (eV): -8.35

Record 2
DFT (wB97M-V/def2-TZVPD) results for an isolated molecule of C18H20N2O3S2 at a distorted geometry.

Structure (XYZ):
```
45
Properties=species:S:1:pos:R:3:forces:R:3
O 1.2658 0.4470 -1.8138 0.19 -0.11 -0.44
C 0.4179 0.6948 -0.9819 -0.16 0.27 0.07
C -0.0297 2.1212 -0.6855 0.12 0.12 0.35
S -0.2455 2.4711 1.0838 -0.03 0.29 0.04
C 1.5002 2.7754 1.5679 -0.58 0.06 -0.19
C 2.3854 1.6855 1.0714 0.33 -0.05 -0.03
C 2.2793 0.4036 1.6088 0.20 0.12 -0.10
C 3.0362 -0.6280 1.0984 0.15 -0.17 -0.11
C 3.9005 -0.3795 0.0384 -0.66 1.11 0.44
N 4.6490 -1.4695 -0.5263 0.30 -0.41 -0.19
O 4.3268 -2.5952 -0.2036 -0.02 -0.31 0.04
O 5.5538 -1.2026 -1.2867 0.21 0.01 -0.20
C 4.0378 0.8954 -0.4914 0.20 -0.40 -0.03
C 3.2789 1.9228 0.0309 -0.10 -0.08 0.29
N -0.2361 -0.2295 -0.2643 -0.35 -0.34 0.16
C -0.1393 -1.6475 -0.4984 0.12 -0.01 -0.19
C -0.1697 -2.4363 0.8047 -0.44 0.20 0.10
S -1.4198 -1.8486 1.9958 -0.06 -0.33 0.09
C -2.9885 -2.1388 1.0907 0.53 0.02 0.33
C -3.3013 -1.0417 0.1223 -0.13 0.02 -0.17
C -3.5353 -1.3146 -1.2192 -0.06 0.02 0.16
C -3.7892 -0.2853 -2.1093 0.01 0.04 -0.11
C -3.8117 1.0265 -1.6684 -0.01 0.06 -0.12
C -3.5895 1.3069 -0.3299 -0.01 0.03 0.08
C -3.3354 0.2789 0.5594 -0.18 -0.04 -0.03
H -1.0129 2.2732 -1.1348 0.04 0.02 -0.03
H 0.6749 2.8331 -1.1133 -0.03 -0.11 -0.11
H 1.4728 2.8171 2.6562 0.05 0.07 0.00
H 1.7875 3.7483 1.1690 0.10 -0.04 0.10
H 1.5840 0.2226 2.4155 -0.08 -0.04 0.07
H 2.9769 -1.6280 1.5007 -0.01 -0.03 0.01
H 4.7136 1.0568 -1.3163 0.02 0.00 -0.03
H 3.3687 2.9156 -0.3843 -0.02 0.09 -0.05
H -0.9346 0.0689 0.4069 0.26 0.03 -0.11
H -0.9671 -1.9659 -1.1449 0.18 -0.06 0.03
H 0.7993 -1.8339 -1.0274 -0.11 -0.03 0.01
H 0.7684 -2.3343 1.3464 0.05 -0.04 0.00
H -0.3527 -3.4923 0.6071 0.11 -0.02 -0.01
H -2.9182 -3.1115 0.6049 -0.14 -0.02 -0.01
H -3.7417 -2.1857 1.8787 -0.01 -0.10 -0.05
H -3.5242 -2.3376 -1.5697 0.03 -0.10 -0.01
H -3.9665 -0.5096 -3.1506 -0.01 -0.01 -0.09
H -4.0057 1.8276 -2.3661 -0.02 0.07 -0.06
H -3.6102 2.3264 0.0257 -0.02 0.12 0.02
H -3.1529 0.4969 1.6023 0.04 0.04 0.10
```
Forces are in eV/Å.

Output
Energy (a.u.): -1829.458490
Frontier orbital gap (eV): 8.462
Relative energy (zero: lowest compared OMol25 entry of this formula, charge and spin) (kcal per mole): 63.5
HOMO level (eV): -8.84

Question: The highest relative energy (zero: lowest compared OMol25 entry of this formula, charge and spin) belongs to which entry?
Answer: C18H20N2O3